This record from the Open Molecules 2025 dataset describes a molecular structure, C23H53NReS2Si5Te. The level of theory is ωB97M-V with the def2-TZVPD basis set.

As for the energy above the lowest of the compared OMol25 structures with the same formula, charge and spin: 0.000 eV. The max |F| is 0.720 eV Å⁻¹. The value obtained for the total energy is -3553.2273 Ha.

```
! wB97M-V def2-TZVPD RIJCOSX def2/J DEFGRID3
* xyz 0 4
Re 0.41 -0.57 1.04
C 3.00 3.00 -4.08
Si 1.61 1.77 -3.93
C 0.28 2.14 -5.19
C 2.25 0.06 -4.25
C 0.81 2.04 -2.23
C 0.07 3.20 -2.05
C -0.59 3.49 -0.86
C -0.48 2.59 0.17
N 0.27 1.48 0.06
C 0.88 1.19 -1.11
S 1.64 -0.39 -1.03
H 3.43 2.95 -5.08
H 3.79 2.78 -3.36
H 2.65 4.02 -3.91
H 0.70 2.04 -6.19
H -0.12 3.15 -5.09
H -0.55 1.44 -5.09
H 2.61 0.04 -5.28
H 1.48 -0.71 -4.14
H 3.08 -0.21 -3.59
H -0.01 3.91 -2.87
H -1.17 4.39 -0.73
H -0.97 2.74 1.13
S -0.20 -2.35 2.13
C 4.82 0.07 0.73
Si 3.67 -1.02 1.73
C 3.36 -2.58 0.72
C 4.66 -1.58 3.23
C 2.10 -0.19 2.34
Si 2.26 1.56 2.96
C 3.05 2.78 1.77
C 0.59 2.32 3.41
C 3.24 1.60 4.56
H 5.53 -0.57 0.20
H 5.39 0.74 1.37
H 4.30 0.67 -0.02
H 3.96 -3.41 1.12
H 3.66 -2.44 -0.32
H 2.32 -2.90 0.73
H 5.63 -1.97 2.92
H 4.13 -2.37 3.77
H 4.84 -0.76 3.92
H 1.89 -0.76 3.26
H 2.67 2.65 0.75
H 4.13 2.70 1.73
H 2.79 3.79 2.10
H 0.31 3.09 2.69
H 0.65 2.81 4.39
H -0.21 1.58 3.47
H 4.24 1.17 4.46
H 2.71 1.05 5.34
H 3.36 2.64 4.89
C -4.21 -1.68 2.58
Si -4.01 0.09 2.06
C -5.63 0.99 2.26
C -2.70 0.92 3.08
C -3.59 0.23 0.23
Te -1.87 -0.73 -0.59
C -2.66 -2.70 -0.51
Si -2.90 -3.43 -2.23
C -1.22 -3.58 -3.01
C -3.72 -5.09 -2.06
C -4.01 -2.32 -3.25
H -4.61 -1.69 3.60
H -3.26 -2.21 2.58
H -4.92 -2.21 1.95
H -5.96 0.94 3.30
H -6.41 0.55 1.64
H -5.54 2.05 2.00
H -2.84 0.68 4.14
H -2.74 2.01 2.97
H -1.70 0.57 2.81
H -3.49 1.29 -0.03
H -4.40 -0.17 -0.38
H -3.57 -2.64 0.07
H -1.93 -3.28 0.06
H -0.66 -4.39 -2.53
H -0.64 -2.66 -2.87
H -1.27 -3.79 -4.08
H -3.13 -5.78 -1.45
H -3.87 -5.55 -3.04
H -4.71 -4.98 -1.59
H -3.59 -1.33 -3.39
H -4.99 -2.21 -2.77
H -4.17 -2.76 -4.23
*
```